Molecular formula: C24H43CdNP2
Method: DFT, the ωB97M-V functional and the def2-TZVPD basis

Geometry as XYZ:
```
71
Properties=species:S:1:pos:R:3:forces:R:3
P -1.2210 -2.2808 -1.0103 0.9809 -2.6683 -4.6502
P -0.3030 1.1213 -2.8640 0.7836 0.7491 -2.9543
C -1.7551 -1.2983 -2.4323 -0.2761 0.2589 -0.5732
C -0.6259 -0.6582 -3.2578 0.3868 -0.1205 -1.2283
H -2.4452 -0.5465 -2.0145 0.2228 -0.0613 -0.1585
H -2.3846 -1.9361 -3.0576 0.1461 0.0198 -0.1502
H 0.3461 -1.1677 -3.0928 -0.6168 0.2663 -0.2460
H -0.8634 -0.7297 -4.3408 0.1093 -0.1798 0.4667
C -1.7661 1.9978 -3.4658 -0.5907 -0.3267 -0.5240
H -1.5410 3.0646 -3.4296 -0.1194 -0.0808 0.0548
H -2.6595 1.7850 -2.8819 -0.1199 0.0881 0.0098
H -1.9279 1.7208 -4.5154 -0.2759 0.1230 0.1480
C 0.7771 1.8978 -4.1712 -0.2126 -0.5753 -1.1868
H 0.2593 1.8509 -5.1364 0.1125 0.0120 -0.0733
H 1.7835 1.4880 -4.3138 -0.5944 0.0087 0.1294
H 0.8974 2.9621 -3.9241 -0.1632 -0.3758 0.1932
C -2.3800 -3.6841 -0.9340 -0.0308 -0.0230 -0.4182
H -1.8722 -4.4342 -0.3375 -0.0888 -0.2114 0.2422
H -2.5757 -4.1090 -1.9189 -0.1194 -0.0123 -0.0399
H -3.2902 -3.3831 -0.4072 0.1048 -0.1799 -0.2764
C 0.3450 -3.1863 -1.4152 0.2489 -0.2373 -0.2989
H 1.1423 -2.5234 -1.7607 -0.1927 0.0524 0.1787
H 0.2270 -3.9587 -2.2001 -0.2797 0.3951 0.3184
H 0.7350 -3.7026 -0.5216 -0.3598 0.3121 -0.1671
Cd -1.5799 -1.4710 0.9168 -0.0664 1.3305 6.3007
C 1.4966 3.2362 -1.0913 -2.2272 0.9315 -1.3432
C 0.3559 2.5205 -1.4114 -0.3297 -1.1972 5.0323
C 0.2043 1.2848 -0.4705 1.2635 0.2030 1.4265
C 1.4242 0.2917 -0.6348 0.1536 -0.3151 0.9557
C 2.2534 0.0967 -1.8913 0.9308 0.4140 0.2015
C 3.0599 0.9588 -2.5704 0.6955 -1.3915 1.0171
C 3.7482 2.1722 -2.0418 -1.4704 1.5148 0.5274
C 2.8988 2.8840 -0.9095 2.6410 0.7874 0.0107
C -2.5767 -2.8127 2.3622 -0.5136 -0.0294 -0.5786
H 1.2661 4.2875 -0.8861 0.3373 0.0282 -0.9679
H -0.5688 3.1193 -1.4118 0.4409 -0.0782 -0.0515
H -0.7952 0.7856 -0.4623 0.3082 0.1839 -0.9834
H 0.2431 1.5639 0.5969 0.3256 0.3667 -0.3740
H 2.1502 0.6072 0.1326 -0.4818 -0.2232 -0.0337
H 1.1371 -0.7465 -0.3264 0.0165 1.1405 -0.1977
H 2.5246 -0.9736 -1.9334 -0.7799 0.3011 -1.4619
H 3.4889 0.6517 -3.5236 0.2895 -0.7273 0.3052
H 3.9879 2.8726 -2.8599 -0.4267 0.0067 0.1924
H 4.7631 1.9651 -1.6192 -0.8151 -0.4951 -0.2257
H 3.1545 2.4220 0.0568 -0.1947 -0.0744 -0.1580
H 3.3338 3.8984 -0.8720 0.4243 -0.4921 0.3852
H -1.7043 -3.0320 2.9945 -0.3537 0.0690 -0.0479
H -2.9000 -3.7248 1.8307 -0.1035 0.1959 0.5516
H -3.3932 -2.3635 2.9504 0.3792 -0.3931 -0.2389
C -3.2909 0.0842 4.2986 0.3542 -0.1454 0.0213
N -1.9347 -0.2519 3.9052 -0.0172 0.3065 -0.2887
C -1.1502 -0.8495 4.9772 -0.3132 0.2402 -0.1449
C -1.2473 0.8664 3.2448 -0.4625 -0.2881 0.0415
C 0.0799 0.4064 2.7004 1.8818 1.4479 0.3159
C 1.2355 1.1909 2.9327 -0.4928 -1.4465 -0.0265
C 2.4901 0.6109 2.6825 0.0277 1.1155 0.2286
C 2.5802 -0.7167 2.3205 0.2653 -1.3255 -0.0154
C 1.4217 -1.4615 2.0018 0.9008 1.3472 0.1622
C 0.2103 -0.7817 1.9963 -1.3014 -0.9941 0.5260
H -3.3288 0.8585 5.0804 -0.0380 0.1117 0.0324
H -3.7902 -0.8061 4.6907 0.0477 0.0457 -0.0340
H -3.8576 0.4352 3.4303 0.0776 -0.0052 0.0664
H -0.1762 -1.1621 4.5825 -0.2481 0.0373 0.2071
H -0.9985 -0.1289 5.8035 0.0861 -0.1746 0.0267
H -1.6876 -1.7276 5.3594 0.1651 0.1927 -0.0508
H -1.8920 1.2265 2.4260 -0.0711 -0.0298 0.1357
H -1.1178 1.7102 3.9548 0.1249 -0.0572 -0.2604
H 1.1249 2.1970 3.3072 0.1768 0.1488 0.1803
H 3.3884 1.2303 2.8156 -0.3241 -0.4329 -0.0168
H 3.5668 -1.1953 2.2356 -0.3919 0.2487 0.1245
H 1.4999 -2.5193 1.7319 0.0533 0.3673 -0.2709
```
Forces are in eV/Å.

Computed properties:
Net charge: 0
HOMO-LUMO gap (Eh): 0.225
Molecular weight (g/mol): 519.98
Relative energy (zero: lowest compared OMol25 entry of this formula, charge and spin) (kJ/mol): 659.0
Multiplicity: 1
LUMO energy (eV): 0.107
Highest occupied orbital energy (hartree): -0.2211


Molecular formula: C42H37BBrN8O15
Method: DFT, the ωB97M-V functional and the def2-TZVPD basis

Geometry as XYZ:
```
104
Properties=species:S:1:pos:R:3:forces:R:3
O -4.2142 -1.8678 -3.2689 0.9484 -5.0730 -1.0092
C -4.0072 -3.0727 -3.4658 -0.6229 3.4115 2.1375
Br -4.2158 -3.8844 -5.2848 0.2365 0.5156 1.0444
C -3.5954 -4.1027 -2.2658 0.2459 -1.0637 -0.8100
C -4.0598 -5.5842 -2.6787 0.7774 -1.6462 -0.3147
C -2.9991 -6.6318 -3.0773 -5.2473 -1.0719 0.0137
C -3.6521 -8.0037 -3.4866 -0.1847 4.1406 1.5143
N -5.0735 -8.0593 -3.4218 3.3212 -1.2790 -0.6272
N -5.9989 -7.1934 -3.0492 1.6352 3.1738 0.8881
C -5.5718 -5.9145 -2.6552 2.5881 -2.2189 -1.3614
B -6.7368 -4.8320 -2.2010 -1.8702 0.8696 0.6513
O -7.2301 -3.8039 -3.0812 1.9471 -1.8023 2.3196
O -7.2794 -5.0019 -0.8626 2.3740 0.9767 -2.4865
H -2.4290 -4.0858 -2.1924 -2.4168 -0.0018 -0.2361
H -4.0098 -3.7893 -1.2419 0.2412 -0.1824 -1.7040
H -1.8804 -6.4417 -3.0907 -1.7450 -0.2969 -0.0304
H -3.0135 -8.8976 -3.8296 -1.5685 1.4795 0.5567
H -5.4574 -8.9768 -3.7332 0.1237 1.0632 0.4617
H -7.2450 -2.9840 -2.5382 -0.6096 -0.5126 -0.4731
H -6.4811 -5.0073 -0.2872 -0.9002 -0.3923 0.0879
C -0.4779 -0.0620 1.7825 0.0317 0.0225 0.0319
C -0.7391 -1.0859 0.8766 -0.1963 0.0926 0.1377
C -2.0274 -1.5926 0.7512 0.0089 -0.0377 -0.0695
C -3.0503 -1.0624 1.5368 0.7515 0.2436 0.0190
C -2.7938 -0.0424 2.4510 -0.0816 0.0873 0.0828
C -1.5012 0.4562 2.5713 -0.0210 -0.2166 -0.2055
N -4.4136 -1.5756 1.3904 -0.4029 0.2162 0.2910
O -4.5989 -2.4862 0.5894 -0.0607 0.0785 0.1278
O -5.2897 -1.0678 2.0687 0.4648 -0.4141 -0.4787
H 0.5288 0.3354 1.8738 -0.1170 -0.0155 -0.0271
H 0.0626 -1.4869 0.2654 -0.1346 0.0019 0.0567
H -2.2172 -2.3902 0.0417 -0.1144 0.1223 0.1431
H -3.5827 0.3720 3.0691 -0.0148 -0.1779 -0.1821
H -1.2908 1.2522 3.2778 -0.0706 -0.0964 -0.0688
C 0.8975 6.4573 4.5001 0.0229 -0.1134 0.0096
C 0.1448 6.4784 3.3285 0.0731 -0.3356 -0.0382
C 0.2895 5.4615 2.3904 -0.0420 -0.0009 -0.0607
C 1.1889 4.4252 2.6381 -0.0860 0.5945 0.5274
C 1.9505 4.4029 3.8052 0.1202 -0.1061 0.0715
C 1.8014 5.4245 4.7362 -0.1716 0.1306 -0.2789
N 1.3257 3.3398 1.6651 -0.0209 -0.1750 -0.3296
O 0.6556 3.4008 0.6439 0.3423 -0.1329 0.4757
O 2.1000 2.4287 1.9297 -0.3446 0.2733 -0.1482
H 0.7785 7.2481 5.2327 -0.0239 -0.1663 -0.0824
H -0.5561 7.2843 3.1488 0.0779 -0.2211 0.0158
H -0.3024 5.4886 1.4822 0.1585 -0.1775 0.0787
H 2.6557 3.6030 4.0032 -0.1553 0.0357 -0.1563
H 2.3859 5.4149 5.6476 -0.1434 -0.0774 -0.1752
C 3.2840 -1.6803 -4.7209 -0.0526 -0.0258 0.0233
C 3.3512 -1.9625 -3.3593 -0.1953 -0.0424 -0.1348
C 2.2529 -2.5105 -2.7070 0.0386 -0.0234 0.1562
C 1.0912 -2.7765 -3.4308 0.5802 0.3119 -0.3742
C 1.0150 -2.4892 -4.7928 -0.1184 -0.0305 -0.1293
C 2.1176 -1.9387 -5.4357 0.0334 -0.0526 0.2456
N -0.0582 -3.3760 -2.7546 0.2945 0.1296 0.1882
O 0.0344 -3.5980 -1.5561 -0.3245 0.0050 -0.6139
O -1.0537 -3.6278 -3.4277 0.7495 0.0275 0.0752
H 4.1458 -1.2575 -5.2280 -0.1129 -0.0430 0.0676
H 4.2622 -1.7575 -2.8074 -0.1483 -0.0358 -0.0242
H 2.3181 -2.7257 -1.6461 -0.1643 -0.0392 -0.1570
H 0.1133 -2.6887 -5.3616 0.0522 -0.0303 0.2288
H 2.0705 -1.7139 -6.4958 -0.0477 -0.0397 0.1367
C 7.7555 6.3838 8.0838 -0.0318 -0.0087 -0.0015
C 7.4965 5.3606 7.1765 -0.1657 0.1207 0.1567
C 6.2085 4.8520 7.0493 0.0004 -0.0623 -0.0848
C 5.1849 5.3797 7.8342 0.7976 0.2952 0.0579
C 5.4390 6.3989 8.7498 -0.0721 0.0766 0.0728
C 6.7308 6.8994 8.8721 -0.0087 -0.1891 -0.1922
N 3.8220 4.8648 7.6860 -0.4329 -0.2023 0.1285
O 3.6384 3.9568 6.8856 0.1361 0.3591 0.3646
O 2.9436 5.3732 8.3660 0.4066 -0.2419 -0.3961
H 8.7613 6.7822 8.1764 -0.1199 -0.0565 -0.0024
H 8.2994 4.9615 6.5657 -0.1307 0.0135 0.0614
H 6.0198 4.0549 6.3388 -0.1700 0.1197 0.1552
H 4.6488 6.8113 9.3675 -0.0185 -0.1878 -0.1821
H 6.9391 7.6948 9.5797 -0.0748 -0.1028 -0.0684
C -3.5009 -11.3670 -9.1626 0.0449 0.0058 0.0114
C -4.1205 -10.5944 -8.1845 0.2091 -0.0166 0.0293
C -3.3565 -9.9561 -7.2142 -0.0485 -0.0146 0.0065
C -1.9692 -10.0950 -7.2353 -0.4899 -0.3139 -0.5044
C -1.3438 -10.8733 -8.2075 0.1435 -0.0124 -0.0253
C -2.1165 -11.5102 -9.1723 -0.1655 0.1425 0.1705
N -1.1576 -9.4049 -6.2314 0.7151 -0.1122 -0.0755
O -1.7418 -8.7413 -5.3755 0.2838 -0.1948 -0.2756
O 0.0516 -9.5217 -6.3003 -0.8356 0.1819 0.1764
H -4.1003 -11.8595 -9.9221 0.0734 0.0591 0.1031
H -5.2001 -10.4875 -8.1812 0.1375 0.0079 0.0251
H -3.8515 -9.3568 -6.4581 0.2272 0.0029 -0.0880
H -0.2658 -10.9903 -8.2280 -0.1447 0.1376 0.1522
H -1.6396 -12.1160 -9.9352 -0.0139 0.0873 0.1225
C 4.1113 11.3996 2.0160 -0.0291 -0.0158 0.0124
C 4.1880 11.1326 3.3797 -0.2002 -0.0457 -0.1625
C 3.0985 10.5793 4.0435 0.0361 -0.0291 0.1030
C 1.9367 10.2929 3.3289 0.6548 0.3152 -0.3943
C 1.8509 10.5648 1.9650 -0.0778 -0.0295 -0.0909
C 2.9445 11.1208 1.3102 0.0567 -0.0443 0.2589
N 0.7962 9.6872 4.0180 -0.3833 -0.0012 0.2153
O 0.9005 9.4802 5.2186 -0.0708 0.1928 -0.5677
O -0.1951 9.4194 3.3530 0.4946 0.3335 0.3833
H 4.9660 11.8266 1.5000 -0.1082 -0.0411 0.0649
H 5.0995 11.3534 3.9250 -0.1387 -0.0364 -0.0251
H 3.1709 10.3760 5.1061 -0.2010 -0.0471 -0.1580
H 0.9487 10.3493 1.4033 0.0497 -0.0415 0.2527
H 2.8894 11.3338 0.2480 -0.0431 -0.0394 0.1317
```
Forces are in eV/Å.

Computed properties:
Net charge: +1
HOMO-LUMO gap (Eh): 0.246
Molecular weight (g/mol): 984.51
Multiplicity: 1
LUMO energy (eV): -4.197
Highest occupied orbital energy (hartree): -0.3998


Molecular formula: C20H18NO5Ti
Method: DFT, the ωB97M-V functional and the def2-TZVPD basis

Geometry as XYZ:
```
45
Properties=species:S:1:pos:R:3:forces:R:3
Ti -0.1263 0.6220 -0.1586 0.0720 -0.6004 -0.1072
O -0.0550 2.0813 3.4349 -0.0157 -0.0786 -0.0739
C 0.3959 1.6025 2.4288 0.1929 0.3323 0.3341
O -0.1686 0.6109 1.7501 -0.1678 -0.0386 -0.6058
C 1.7845 2.0032 1.9007 -0.0450 -0.0906 -0.0120
C 2.5561 0.7130 1.5439 0.1294 0.0692 0.1113
C 4.0594 0.9525 1.5742 -0.0493 -0.0325 -0.0404
C 4.2380 1.8693 0.3439 -0.0312 -0.0369 -0.0186
C 2.8301 1.8840 -0.2517 0.0942 0.1525 0.0449
O 2.2813 0.5878 0.1221 -0.1912 -0.0645 -0.0009
C 1.8725 2.7844 0.5319 -0.0371 0.0418 -0.0684
C 0.5287 2.7933 -0.2062 0.0389 0.1610 0.1175
O -0.5000 3.1305 0.3743 0.0620 0.1621 0.0142
O 0.4832 2.1534 -1.3474 -0.1654 -0.2707 0.1612
H 2.2721 2.5762 2.6856 -0.0181 -0.0421 0.0422
H 2.2072 -0.1776 2.0572 -0.0068 0.0015 -0.0279
H 4.3808 1.4093 2.5081 -0.0094 -0.0024 0.0181
H 4.5891 0.0093 1.4495 0.0195 0.0154 0.0003
H 4.5652 2.8744 0.6077 -0.0075 0.0119 -0.0162
H 4.9508 1.4579 -0.3682 0.0114 -0.0009 0.0167
H 2.7720 2.0027 -1.3264 -0.0028 -0.0138 0.0095
H 2.2182 3.8042 0.6962 0.0237 0.0007 -0.0558
N -2.1508 0.7962 -0.9618 0.1444 0.2027 0.1458
C -2.9861 -0.2316 -0.3951 -0.0091 -0.2048 -0.0042
C -4.1327 0.1328 0.2923 -0.0207 0.0781 0.0299
C -4.9298 -0.8286 0.8893 0.0340 -0.0538 -0.0128
C -4.5715 -2.1641 0.7906 -0.0109 0.0235 0.0037
C -3.4226 -2.5217 0.1047 -0.0276 0.0028 0.0074
C -2.6002 -1.5735 -0.5039 0.0113 0.0285 -0.0079
C -1.3618 -2.0144 -1.2127 0.0951 -0.0016 -0.0614
C -1.4208 -3.1673 -1.9971 -0.0552 -0.0120 0.0160
C -0.2854 -3.6564 -2.6242 0.0467 0.0223 0.0067
C 0.9258 -2.9988 -2.4684 -0.0122 -0.0054 0.0005
C 0.9844 -1.8446 -1.6962 -0.0406 -0.0783 -0.0330
C -0.1442 -1.3201 -1.0603 -0.0217 0.4048 0.1259
H -2.4998 1.7275 -0.7493 -0.0259 -0.0240 -0.0653
H -2.0549 0.7117 -1.9715 -0.0104 -0.0601 0.0251
H -4.3990 1.1811 0.3656 0.0079 0.0030 -0.0091
H -5.8187 -0.5349 1.4303 -0.0017 0.0115 0.0031
H -5.1781 -2.9268 1.2603 0.0027 -0.0060 0.0038
H -3.1306 -3.5628 0.0612 0.0093 -0.0029 -0.0140
H -2.3662 -3.6797 -2.1326 -0.0038 -0.0039 0.0040
H -0.3480 -4.5480 -3.2349 -0.0078 -0.0024 -0.0040
H 1.8167 -3.3796 -2.9526 0.0041 -0.0051 0.0012
H 1.9391 -1.3411 -1.5840 -0.0045 0.0064 -0.0044
```
Forces are in eV/Å.

Computed properties:
Net charge: 0
HOMO-LUMO gap (spin up / spin down) (Eh): 0.319 / 0.333
Molecular weight (g/mol): 400.23
Multiplicity: 2
LUMO energy (spin up / spin down) (eV): 0.480 / 0.512
Highest occupied orbital energy (spin up / spin down) (hartree): -0.3013 / -0.3145


Molecular formula: C4H9N
Method: DFT, the ωB97M-V functional and the def2-TZVPD basis

Geometry as XYZ:
```
14
Properties=species:S:1:pos:R:3:forces:R:3
C 0.7607 -0.0131 1.8371 0.0515 -0.1544 -0.0352
C -0.1096 0.0954 0.6000 -0.0063 -0.1415 0.0759
C 0.3996 0.9410 -0.5005 0.0932 0.3272 -0.0657
N 0.2881 -0.4960 -0.6914 0.0285 -0.0623 -0.0380
C -0.8581 -0.7750 -1.5617 -0.0571 -0.1061 -0.0823
H 0.8815 0.9737 2.3084 -0.1249 -0.2169 -0.1953
H 0.3482 -0.6808 2.5990 0.0531 -0.0551 -0.1998
H 1.7580 -0.3623 1.5581 -0.0768 -0.0342 0.0389
H -1.1725 -0.0426 0.7516 -0.1500 0.6082 0.1632
H 1.4247 1.2880 -0.3962 -0.1474 0.1175 -0.0054
H -0.2517 1.5935 -1.0770 -0.0005 -0.1138 0.0890
H -1.7209 -0.1084 -1.3677 0.2221 -0.1371 0.0401
H -0.5455 -0.6049 -2.5984 -0.0541 -0.1240 0.1589
H -1.2026 -1.8085 -1.4613 0.1685 0.0926 0.0558
```
Forces are in eV/Å.

Computed properties:
Structure (SMILES): C[C@H]1CN1C
Net charge: 0
HOMO-LUMO gap (Eh): 0.380
Molecular weight (g/mol): 71.12
Relative energy (zero: lowest compared OMol25 entry of this formula, charge and spin) (kJ/mol): 112.9
Multiplicity: 1
LUMO energy (eV): 1.275
Highest occupied orbital energy (hartree): -0.3332


Q: multiplicity of number 4 (C4H9N)?
A: 1